A structure of composition C22H38MnO3P2S in a non-equilibrium geometry. Source: the OMol25 dataset; level of theory: wB97M-V/def2-TZVPD.

Properties
F_max	2.5	eV Å⁻¹
HOMO level (spin up / spin down)	-0.2386 / -0.2613	hartree
multiplicity	6

Each line ends with the Mulliken spin population.
Geometry (Å):
P 0.014 -1.869 -4.260  0.01
P 0.480 1.271 -4.078  0.00
C -0.168 -0.880 -5.824  0.00
C 0.580 0.457 -5.755  0.00
H -1.245 -0.742 -6.003  0.00
H 0.235 -1.504 -6.637  0.00
H 1.649 0.337 -5.992  0.00
H 0.155 1.173 -6.474  0.00
C -1.204 1.984 -4.360  0.00
H -1.430 2.707 -3.563  0.00
H -1.978 1.208 -4.386  0.00
H -1.172 2.502 -5.329  0.00
C 1.419 2.805 -4.447  0.00
H 0.977 3.282 -5.335  0.00
H 2.471 2.560 -4.637  0.00
H 1.342 3.480 -3.583  0.00
C -0.912 -3.383 -4.685  0.00
H -0.758 -4.118 -3.884  0.00
H -0.523 -3.782 -5.637  0.00
H -1.978 -3.152 -4.781  0.00
C 1.698 -2.507 -4.666  0.00
H 2.453 -1.711 -4.669  0.00
H 1.635 -2.958 -5.669  0.00
H 1.976 -3.283 -3.937  0.00
Mn 0.424 -0.339 1.063  4.85
C 0.794 1.269 -0.675  -0.02
C -0.578 1.116 -0.781  0.02
C -1.342 0.216 -1.671  0.02
C -1.720 -1.215 -1.183  0.00
C -0.641 -1.991 -0.542  0.09
C 0.744 -1.829 -0.646  0.03
C 1.484 -0.996 -1.651  0.04
C 1.882 0.456 -1.308  0.00
C 0.435 -1.775 2.467  -0.04
H 1.139 2.212 -0.227  -0.02
H -1.198 1.885 -0.296  -0.03
H -0.777 0.075 -2.610  0.00
H -2.286 0.725 -1.957  0.00
H -2.562 -1.112 -0.475  -0.01
H -2.133 -1.769 -2.040  0.01
H -0.997 -2.838 0.049  -0.02
H 1.349 -2.625 -0.196  -0.02
H 0.821 -0.899 -2.534  -0.01
H 2.380 -1.541 -2.002  0.00
H 2.788 0.442 -0.677  0.01
H 2.213 0.939 -2.249  0.00
H 1.174 -1.449 3.214  0.01
H 0.679 -2.757 2.037  0.00
H -0.566 -1.768 2.916  0.00
C -0.522 1.650 10.290  0.00
C -0.466 1.374 8.823  0.00
C -1.035 0.201 8.306  0.00
C -0.966 -0.095 6.957  0.00
C -0.302 0.799 6.066  0.00
C 0.198 2.021 6.574  0.00
C 0.133 2.278 7.936  0.00
S -0.891 1.508 3.438  0.01
O -0.113 0.452 4.792  0.01
O -2.114 0.746 3.181  0.01
O 0.172 1.185 2.415  0.05
H -1.561 1.710 10.645  0.00
H -0.035 0.847 10.854  0.00
H -0.030 2.597 10.534  0.00
H -1.529 -0.497 8.991  0.00
H -1.397 -1.003 6.544  0.00
H 0.672 2.718 5.890  0.00
H 0.564 3.204 8.331  0.00

---

A structure of composition C22H38N3O3Pd in a non-equilibrium geometry. Source: the OMol25 dataset; level of theory: wB97M-V/def2-TZVPD.

Properties
net charge	-1
F_max	2.5	eV Å⁻¹
HOMO level (spin up / spin down)	-0.1312 / -0.1287	hartree

Each line ends with the Löwdin charge.
Geometry (Å):
Pd -0.198 -0.073 0.050  0.94
N 1.997 0.438 -1.121  -0.01
C 3.182 -0.176 -0.535  -0.28
C 2.968 -1.673 -0.327  -0.12
C 2.251 -1.954 1.047  -0.71
O 2.735 -2.840 1.749  -0.01
O 1.262 -1.239 1.331  -0.11
H 1.841 0.111 -2.074  0.09
H 2.072 1.450 -1.135  0.06
H 3.352 0.295 0.440  0.12
H 4.079 -0.009 -1.168  0.10
H 3.923 -2.201 -0.312  0.10
H 2.357 -2.077 -1.141  0.09
C -2.997 0.561 -1.724  -0.05
C -1.988 1.688 -2.022  -0.77
C -2.731 3.029 -1.767  -0.06
C -1.631 1.625 -3.532  -0.06
O -0.874 1.618 -1.244  -0.28
H -3.887 0.650 -2.348  0.08
H -3.289 0.603 -0.675  0.08
H -2.520 -0.400 -1.908  0.05
H -3.683 3.057 -2.296  0.07
H -2.119 3.864 -2.106  0.06
H -2.911 3.122 -0.697  0.07
H -2.521 1.720 -4.155  0.07
H -1.144 0.678 -3.750  0.07
H -0.942 2.431 -3.775  0.06
C -0.190 4.948 0.250  -0.09
C 1.004 3.994 0.293  -0.22
C 0.638 2.786 0.995  -0.23
N 0.322 1.833 1.553  0.17
H -0.002 5.771 -0.438  0.07
H -0.392 5.365 1.235  0.08
H -1.064 4.404 -0.093  0.05
H 1.862 4.463 0.786  0.12
H 1.283 3.718 -0.726  0.11
C -2.930 1.693 3.418  -0.06
C -3.325 0.425 2.713  -0.29
C -4.608 -0.109 2.826  -0.06
C -4.913 -1.290 2.166  -0.31
C -6.294 -1.882 2.269  -0.07
C -3.977 -1.920 1.360  -0.01
C -2.699 -1.358 1.131  -0.31
C -2.409 -0.203 1.908  -0.04
N -1.760 -1.690 0.228  -0.02
C -1.633 -2.924 -0.521  -0.62
C -2.930 -3.424 -1.197  -0.05
C -1.081 -4.026 0.400  -0.04
C -0.595 -2.663 -1.635  -0.06
H -3.778 2.142 3.933  0.06
H -2.535 2.407 2.696  0.06
H -2.142 1.495 4.143  0.08
H -5.355 0.394 3.426  0.09
H -6.903 -1.342 2.993  0.06
H -6.239 -2.928 2.571  0.07
H -6.792 -1.836 1.299  0.07
H -4.282 -2.832 0.875  0.08
H -1.394 0.200 1.832  0.05
H -3.541 -4.006 -0.514  0.06
H -2.682 -4.065 -2.043  0.07
H -3.510 -2.579 -1.558  0.08
H -1.762 -4.184 1.232  0.08
H -0.116 -3.717 0.794  0.07
H -0.964 -4.958 -0.153  0.07
H -1.066 -2.197 -2.500  0.07
H -0.118 -3.589 -1.951  0.08
H 0.172 -1.979 -1.239  0.02

---

A structure of composition C22H38O3P2PbS in a non-equilibrium geometry. Source: the OMol25 dataset; level of theory: wB97M-V/def2-TZVPD.

Properties
F_max	2.7	eV Å⁻¹
HOMO level	-0.1502	hartree

Each line ends with the Löwdin charge.
Geometry (Å):
P -3.501 1.649 -2.076  0.91
P -3.174 -2.125 -0.643  0.93
C -4.130 -0.028 -2.349  -0.33
C -4.416 -0.867 -1.087  -0.31
H -3.402 -0.517 -3.027  0.06
H -5.066 0.086 -2.921  0.09
H -4.624 -0.242 -0.202  0.07
H -5.333 -1.446 -1.283  0.09
C -3.594 -3.526 -1.707  -0.19
H -2.826 -4.307 -1.640  0.07
H -3.694 -3.209 -2.752  0.06
H -4.553 -3.933 -1.367  0.05
C -3.446 -2.605 1.053  -0.18
H -4.163 -3.439 1.059  0.06
H -3.879 -1.769 1.619  0.06
H -2.514 -2.936 1.528  0.06
C -3.435 2.419 -3.701  -0.17
H -2.596 3.123 -3.766  0.06
H -4.380 2.956 -3.868  0.05
H -3.316 1.648 -4.475  0.07
C -4.679 2.575 -1.083  -0.19
H -5.116 1.939 -0.302  0.05
H -5.475 2.927 -1.754  0.05
H -4.188 3.444 -0.624  0.06
Pb 0.674 0.895 2.434  1.26
C -1.491 -1.703 -1.249  -0.46
C -1.440 -1.353 -2.666  -0.30
C -0.356 -0.608 -3.301  -0.26
C 0.201 0.699 -2.611  -0.29
C -0.796 1.684 -2.280  -0.26
C -1.889 1.615 -1.332  -0.49
C -1.746 0.646 -0.088  -0.19
C -0.929 -0.645 -0.227  -0.22
C 0.963 2.535 0.954  -0.32
H -0.944 -2.655 -1.055  0.10
H -1.934 -2.083 -3.319  0.05
H -0.728 -0.292 -4.294  0.09
H 0.503 -1.280 -3.482  0.08
H 0.883 0.457 -1.776  0.07
H 0.840 1.185 -3.375  0.11
H -0.710 2.636 -2.813  0.05
H -1.937 2.639 -0.893  0.09
H -2.749 0.416 0.312  0.08
H -1.293 1.267 0.709  0.02
H 0.130 -0.414 -0.404  0.09
H -0.923 -1.111 0.775  0.07
H 1.655 3.258 1.405  -0.01
H 0.003 3.020 0.736  -0.02
H 1.399 2.170 0.016  0.01
C 8.360 -1.387 4.934  -0.06
C 7.162 -0.870 4.192  -0.27
C 7.330 -0.208 2.972  -0.03
C 6.240 0.340 2.300  -0.04
C 4.959 0.221 2.852  -0.27
C 4.769 -0.463 4.052  -0.05
C 5.869 -1.005 4.711  -0.04
S 3.576 0.998 2.039  0.49
O 2.790 1.678 3.140  -0.51
O 4.139 1.862 1.039  -0.28
O 2.664 -0.093 1.522  -0.48
H 9.002 -1.984 4.278  0.08
H 8.979 -0.568 5.322  0.09
H 8.056 -2.004 5.783  0.07
H 8.335 -0.103 2.557  0.12
H 6.384 0.870 1.363  0.11
H 3.771 -0.558 4.475  0.12
H 5.730 -1.525 5.660  0.11

---

In order of appearance, relative energy (zero: lowest compared OMol25 entry of this formula, charge and spin) = 0.00, 59.45, 120.68 kcal per mole.